# 1
8
Properties=species:S:1:pos:R:3:mulliken_charge:R:1 method="wB97M-V/def2-TZVPD" total_charge=0 de_lowest_kj_mol=301.4 smiles="C=N[S@@H](=O)=S" orbital_gap_ev="7.95 / 7.95" homo_energy_ev="-9.4 / -9.4"
S 2.24 0.30 -0.50 -0.29
S 0.79 -0.53 0.53 0.57
O 0.58 -1.90 0.21 -0.51
N -0.69 0.09 0.65 -0.29
C -1.14 0.75 -0.60 -0.16
H -2.18 1.04 -0.59 0.28
H 0.89 -0.48 1.83 0.16
H -0.50 0.74 -1.53 0.25

---

# 2
55
Properties=species:S:1:pos:R:3:mulliken_charge:R:1 method="wB97M-V/def2-TZVPD" total_charge=0 de_lowest_kj_mol=112.2 smiles="CCc1ccc(/C=C2/Sc3ccccc3N(CC(=O)NCCCOC)C2=O)cc1" orbital_gap_ev=8.46 homo_energy_ev=-8.1
S 2.79 2.96 -0.97 -0.36
O -0.01 -0.27 0.69 0.53
O 2.24 -3.25 -0.49 -0.70
O 0.58 0.33 -2.53 -0.74
N 0.41 -2.26 -1.40 -0.03
N 2.43 -0.01 -1.31 0.35
C -0.56 -3.07 -0.70 -1.06
C -1.94 2.51 0.63 -0.81
C 5.39 1.08 1.45 -0.54
C -1.87 1.49 -1.53 -0.37
C -1.12 -1.12 0.84 -0.26
C -3.17 1.06 -1.36 -0.63
C 4.70 2.06 0.75 -0.71
C -0.78 -2.61 0.75 -0.75
C 5.04 -0.25 1.29 -1.13
C 3.69 1.70 -0.13 0.76
C 3.37 0.35 -0.34 0.31
C -3.23 2.06 0.81 -0.66
C 4.05 -0.61 0.41 -0.47
C 1.36 0.75 -1.69 0.60
C 0.79 -0.15 1.83 -1.01
C 2.55 -1.32 -1.93 -1.39
C -5.20 -0.60 0.67 -1.03
C 0.15 2.69 -0.61 -1.26
C 1.25 2.08 -1.07 0.41
C -5.25 0.79 0.02 -1.08
C -3.87 1.32 -0.19 1.04
C -1.22 2.21 -0.53 0.57
C 1.73 -2.39 -1.18 0.77
H -1.81 -0.84 0.04 -0.22
H -1.46 3.09 1.42 0.43
H -1.61 -0.91 1.80 0.45
H -5.77 0.72 -0.93 0.35
H 2.18 -1.24 -2.95 0.45
H 1.48 0.68 1.65 0.13
H 4.94 3.10 0.87 0.41
H -1.50 -3.03 -1.26 0.41
H 3.60 -1.62 -1.94 0.63
H 5.56 -1.01 1.85 0.42
H 0.18 0.08 2.72 0.40
H -0.19 -4.11 -0.69 0.44
H -4.66 -1.29 0.03 0.25
H 0.13 -2.82 1.32 0.31
H -4.69 -0.55 1.63 0.27
H 3.78 -1.65 0.30 0.50
H -3.76 2.29 1.72 0.38
H 0.30 3.66 -0.15 0.45
H 0.09 -1.43 -1.88 0.27
H -1.35 1.27 -2.45 0.57
H 6.18 1.37 2.13 0.39
H -6.20 -0.99 0.83 0.41
H -5.82 1.46 0.67 0.38
H 1.37 -1.05 2.03 0.28
H -1.59 -3.20 1.18 0.47
H -3.65 0.50 -2.15 0.41

---

# 3
53
Properties=species:S:1:pos:R:3:mulliken_charge:R:1 method="wB97M-V/def2-TZVPD" total_charge=0 de_lowest_kj_mol=2227.0 orbital_gap_ev=8.62 homo_energy_ev=-8.6
S -0.57 -3.36 2.00 1.30
O 0.72 -3.47 2.54 -0.68
O -1.52 -4.28 2.23 -0.64
O 2.44 1.16 -3.17 -0.39
O 0.08 -1.38 -3.40 -0.69
O 2.87 5.05 -1.24 -0.64
N 0.18 1.16 -2.45 -0.38
N -1.19 -1.85 2.60 -0.11
C -1.17 3.11 0.09 -1.91
C -2.70 -1.63 2.18 0.05
C 1.01 3.15 -1.33 0.94
C 2.07 4.93 -0.27 0.59
C -0.15 4.09 0.27 -0.30
C 1.03 -1.89 -1.45 0.56
C 0.27 2.16 -1.54 -0.10
C 0.99 4.00 -0.41 -0.07
C -1.18 0.27 3.40 -0.77
C -0.47 -0.73 2.65 -0.14
C 1.34 -0.62 -3.94 -0.85
C -2.70 0.65 3.02 -0.48
C -1.00 -2.67 -2.02 -1.62
C 1.51 0.55 -3.23 0.53
C 1.06 -2.25 -0.09 -1.74
C -1.04 -3.06 -0.73 1.17
C 0.15 -1.88 -2.24 0.51
C -0.77 2.20 -0.67 0.47
C -0.31 -2.82 0.22 -0.65
C 2.21 5.80 0.99 -1.33
C -3.35 -0.77 3.00 -1.95
H -2.30 -3.66 -0.60 0.04
H -1.87 3.04 0.59 1.27
H -3.15 -2.63 2.15 0.40
H -1.07 -0.14 4.68 0.26
H -2.59 -1.46 0.92 0.03
H -1.71 1.41 -1.11 -0.16
H 3.03 6.41 0.93 0.41
H 0.98 -0.42 -4.89 0.38
H -0.58 0.47 -2.82 0.35
H -2.42 1.06 1.94 0.04
H -3.59 -1.14 3.95 0.49
H 1.69 -2.04 0.54 0.89
H -1.66 -2.75 -2.69 0.84
H -0.41 -0.18 1.68 0.03
H 1.93 -1.35 -1.52 0.31
H 1.27 6.51 0.91 0.28
H -0.27 4.78 1.16 0.21
H -4.14 -0.62 2.73 1.02
H -0.29 1.28 3.47 0.18
H 2.19 3.13 -2.13 0.09
H -3.05 1.28 3.70 0.53
H 0.53 -0.89 2.95 0.57
H 2.08 -1.31 -3.79 0.50
H 1.95 5.04 1.79 0.36

---

# 4
86
Properties=species:S:1:pos:R:3:mulliken_charge:R:1 method="wB97M-V/def2-TZVPD" total_charge=-1 orbital_gap_ev=4.11 homo_energy_ev=-4.1
P -1.82 -2.56 0.08 0.15
Al -0.07 -1.88 -1.39 0.00
O -0.45 0.01 4.94 -0.42
O 2.53 -0.93 5.36 -0.43
O -4.17 -0.10 7.82 -0.61
O 7.70 -1.66 6.08 -0.66
O 0.14 -2.48 5.47 -0.54
O -1.05 2.94 0.35 -0.37
O -1.30 0.32 -6.29 -0.48
O 6.29 -1.13 8.17 -0.61
O 0.95 -0.32 -7.54 -0.51
O 0.30 -2.35 -5.18 -0.58
O 0.11 2.83 -10.94 -0.60
O -1.49 7.70 -1.88 -0.65
O 1.98 -0.61 1.79 -0.32
O -0.16 0.38 1.50 -0.39
O 1.66 -0.81 -3.96 -0.64
O -2.04 3.47 -9.68 -0.67
O 1.02 3.83 -0.96 -0.57
O -3.54 6.82 -0.59 -0.59
O 3.96 -1.58 3.25 -0.52
O -3.54 -2.53 8.38 -0.67
C -2.08 -4.37 -0.29 -0.60
C 5.62 -1.20 7.02 0.40
C -3.38 -1.90 -0.70 -1.22
C -0.04 4.62 -0.91 0.30
C 4.59 -1.46 4.40 0.17
C 0.30 0.54 -8.08 0.96
C -1.79 1.92 -7.91 -0.99
C 0.67 1.20 -9.32 -1.12
C -2.43 4.81 -0.03 -1.21
C -1.22 4.04 -0.14 0.72
C -1.00 0.96 -7.40 0.31
C -1.41 2.58 -9.13 1.17
C -2.35 0.12 6.33 -1.20
C 6.52 -1.52 5.83 1.14
C -0.91 -1.97 6.07 0.40
C -1.21 -0.52 5.72 1.06
C -0.09 5.83 -1.49 -0.92
C -1.31 6.60 -1.39 1.15
C -0.78 -1.20 -3.19 -0.50
C 1.09 -0.39 -0.62 0.09
C 3.70 -1.11 5.58 1.02
C -1.66 -2.66 6.95 -0.94
C 4.31 -1.01 6.90 -1.29
C -2.79 -2.01 7.56 1.16
C -3.10 -0.58 7.19 0.39
C 5.92 -1.65 4.53 -0.85
C -0.13 2.15 -9.81 0.31
C -2.48 6.02 -0.62 0.42
C -1.89 -4.81 -1.74 -0.89
B 0.41 -1.47 -4.11 0.59
B 0.96 -0.19 0.90 -0.11
H 3.01 -1.36 3.35 0.39
H -0.64 3.45 -11.02 0.38
H -4.24 -2.23 -0.13 0.39
H -0.83 -4.92 -1.98 0.18
H -3.50 -2.24 -1.73 0.30
H 0.77 0.50 -1.18 -0.02
H -1.41 -4.94 0.37 0.33
H 0.91 -3.16 -1.65 -0.46
H -0.62 -0.35 -6.08 0.26
H -0.98 -0.15 -3.01 0.27
H 0.74 6.25 -2.04 0.45
H 2.84 -0.31 1.49 0.26
H 0.78 3.00 -0.49 0.27
H 1.59 0.89 -9.80 0.43
H 2.12 -0.63 -0.93 0.15
H -1.46 -3.69 7.21 0.44
H -2.38 -5.77 -1.95 0.39
H 7.22 -1.31 7.93 0.37
H -2.71 2.22 -7.42 0.45
H -4.49 -0.84 8.38 0.38
H -3.35 -0.81 -0.71 0.30
H -2.57 1.14 6.06 0.45
H 1.16 -2.74 -5.38 0.27
H -2.30 -4.07 -2.43 0.15
H 2.16 -1.18 -3.23 0.25
H -3.27 7.61 -1.10 0.37
H -3.11 -4.59 0.02 0.34
H 3.67 -0.77 7.74 0.43
H 0.53 -1.78 4.91 0.16
H -1.69 -1.73 -3.48 0.23
H -0.29 1.27 1.19 0.30
H 6.56 -1.89 3.69 0.46
H -3.26 4.39 0.52 0.46

---

# 5
40
Properties=species:S:1:pos:R:3:mulliken_charge:R:1 method="wB97M-V/def2-TZVPD" total_charge=0 orbital_gap_ev=6.11 homo_energy_ev=-6.0
P -2.68 -2.94 0.02 -0.58
P -2.16 -0.76 0.37 -0.04
P -1.16 -2.69 -1.82 -0.02
O 2.38 2.07 0.78 -0.36
N 1.07 0.86 -1.23 -0.23
N 0.12 -1.67 -1.62 -0.54
C -1.47 -1.37 3.06 -1.22
C 1.77 2.92 -0.16 -0.70
C -0.95 -0.77 1.75 -0.53
C 3.79 2.21 0.93 -0.70
C 2.90 2.08 -2.30 -1.48
C -3.66 0.12 0.98 -1.29
C 1.61 2.22 -1.52 0.20
H -0.66 -1.45 3.79 0.39
H -2.25 -0.74 3.49 0.30
H 2.70 1.76 -3.32 0.43
H -0.57 0.24 1.95 0.46
H 0.86 2.74 -2.12 0.36
H -3.83 -2.49 -0.77 0.05
H -2.89 -4.33 -0.36 0.11
H 4.02 2.01 1.98 0.24
H 0.77 3.15 0.23 0.38
H -3.39 1.12 1.32 0.34
H -1.86 -2.31 -3.00 0.02
H 3.57 1.35 -1.85 0.34
H -4.33 0.21 0.13 0.41
H 1.61 0.46 -0.46 0.40
H -3.47 -3.06 1.23 0.11
H -0.61 -3.97 -2.05 0.04
H -1.45 -3.31 0.74 0.01
H 3.42 3.04 -2.35 0.39
H 2.30 3.86 -0.27 0.46
H 1.09 0.20 -2.01 0.49
H 4.33 1.48 0.32 0.27
H -0.12 -1.36 1.37 0.34
H 0.97 -2.22 -1.69 0.14
H 4.12 3.22 0.68 0.32
H -4.16 -0.42 1.79 0.34
H 0.09 0.86 -0.89 0.07
H -1.86 -2.36 2.88 0.28

---

# 6
9
Properties=species:S:1:pos:R:3:mulliken_charge:R:1 method="wB97M-V/def2-TZVPD" total_charge=0 de_lowest_kj_mol=763.9 orbital_gap_ev="7.26 / 7.26" homo_energy_ev="-9.3 / -9.2"
S -5.42 -0.32 0.52 -0.06
O -2.14 1.27 -0.08 -0.22
N -0.10 0.17 -0.99 -0.58
C -2.80 0.26 -0.53 -0.09
C -1.37 0.02 -0.36 0.45
C -0.19 -0.33 0.38 -0.20
H 0.09 -1.39 0.40 0.21
H 0.06 1.11 -1.29 0.25
H 0.18 0.47 1.06 0.24

---

# 7
50
Properties=species:S:1:pos:R:3:mulliken_charge:R:1 method="wB97M-V/def2-TZVPD" total_charge=+3 de_lowest_kj_mol=0.0 orbital_gap_ev=7.19 homo_energy_ev=-18.0
Pt -0.02 0.03 -0.03 1.63
Sb 2.21 0.03 -1.72 0.68
O 1.14 1.33 0.99 -0.72
O -0.97 1.41 -1.24 -0.21
O -1.26 -1.26 -1.04 -0.37
O 0.85 -1.44 0.98 -0.54
N -0.26 2.88 1.93 -0.21
N 0.66 -3.05 2.51 -0.31
C -1.83 0.78 -2.24 -0.32
C -2.37 -0.48 -1.60 -0.66
C -0.54 2.76 -1.57 -0.78
C -1.41 -0.19 1.57 -1.30
C 3.64 -1.32 -0.94 -1.24
C 2.05 2.76 2.63 -1.38
C 3.16 1.92 -1.77 -1.11
C 0.90 2.28 1.82 0.95
C -0.71 -2.27 -1.95 -0.75
C 2.00 -0.54 -3.75 -1.26
C 0.12 -2.07 1.84 0.62
C -1.30 -1.66 1.98 -0.74
H 0.23 3.04 -0.86 0.25
H -2.42 0.09 1.30 0.41
H -1.40 3.42 -1.49 0.29
H 2.67 2.56 -2.50 0.38
H 3.55 -1.37 0.14 0.38
H 2.60 3.50 2.05 0.34
H 1.31 0.12 -4.27 0.41
H 2.73 1.93 2.85 0.32
H -1.90 -2.31 1.34 0.25
H -1.65 -1.82 3.00 0.56
H 0.20 -2.64 -1.49 0.38
H 3.14 2.37 -0.78 0.26
H -1.05 2.63 1.35 0.16
H 2.98 -0.47 -4.23 0.46
H -0.50 -1.82 -2.92 0.27
H -3.01 -0.24 -0.76 0.23
H 0.12 -3.56 3.20 0.26
H -1.23 0.58 -3.13 0.32
H 4.63 -0.96 -1.21 0.47
H -0.38 3.64 2.58 0.26
H 1.62 -3.32 2.37 0.26
H 3.49 -2.30 -1.38 0.41
H 1.72 3.23 3.56 0.51
H -0.14 2.77 -2.58 0.38
H -1.07 0.44 2.38 0.57
H -2.91 -1.10 -2.30 0.57
H -1.45 -3.06 -2.04 0.32
H 1.66 -1.57 -3.82 0.40
H 4.19 1.77 -2.08 0.48
H -2.64 1.46 -2.48 0.46

---

# 8
76
Properties=species:S:1:pos:R:3:mulliken_charge:R:1 method="wB97M-V/def2-TZVPD" total_charge=-1 orbital_gap_ev=4.96 homo_energy_ev=-2.2
Sn 8.29 0.67 2.45 0.60
O 3.68 5.64 6.08 -0.52
C 9.39 5.28 -1.08 -0.52
C 10.51 1.29 7.11 -1.37
C 5.69 4.56 5.32 -0.35
C 5.42 5.77 2.82 -0.68
C 4.36 8.14 8.67 -0.33
C 7.13 6.26 0.18 -0.43
C 4.45 6.00 3.81 -0.52
C 6.69 4.43 4.39 -0.75
C 7.39 6.63 -1.15 -0.67
C 4.60 5.41 5.06 0.43
C 10.10 -0.16 1.52 -1.25
C 6.60 5.00 3.09 0.84
C 7.02 -2.22 -0.57 -0.21
C 7.03 -3.71 -0.90 -1.37
C 6.78 -0.42 1.28 -1.34
C 7.67 4.75 2.18 -1.26
C 6.96 -1.92 0.93 -0.21
C 9.27 0.84 6.34 0.11
C 8.52 6.14 -1.79 -0.48
C 3.32 8.04 6.05 -0.33
C 8.37 -0.48 4.33 -1.27
C 11.79 0.24 -0.41 -0.49
C 10.39 0.52 0.17 0.38
C 7.93 5.30 0.88 0.91
C 4.16 6.91 8.06 -0.42
C 3.50 9.27 6.70 -0.48
C 4.03 9.32 7.99 -0.48
C 9.12 4.87 0.22 -0.51
C 12.02 1.00 -1.71 -1.21
C 9.59 -0.17 5.23 -0.40
C 3.70 6.89 6.74 0.49
H 7.58 3.84 4.64 0.31
H 4.39 5.97 8.56 0.41
H 7.42 -0.27 4.83 0.52
H 11.21 1.80 6.46 0.32
H 6.69 0.21 0.37 0.40
H 11.02 0.44 7.58 0.32
H 9.63 0.21 -0.57 0.13
H 8.00 2.50 2.21 0.12
H 12.54 0.52 0.34 0.32
H 7.90 -1.73 -1.01 0.07
H 7.87 -2.34 1.42 0.21
H 8.76 6.44 -2.81 0.32
H 3.58 6.64 3.62 0.36
H 8.56 4.33 2.66 0.47
H 10.26 1.62 0.28 -0.24
H 4.19 10.28 8.46 0.36
H 5.76 4.07 6.29 0.40
H 5.22 6.17 1.84 0.27
H 2.92 7.97 5.04 0.30
H 11.28 0.72 -2.47 0.32
H 7.92 -4.20 -0.50 0.32
H 7.04 -3.83 -1.99 0.39
H 9.94 -1.11 5.70 0.29
H 6.30 6.73 0.68 0.29
H 10.21 1.97 7.91 0.39
H 11.96 2.08 -1.56 0.24
H 8.40 -1.53 3.99 0.39
H 6.14 -1.76 -1.03 0.37
H 9.92 -1.24 1.40 0.28
H 3.23 10.18 6.17 0.35
H 6.15 -4.22 -0.52 0.32
H 5.90 -0.28 1.93 0.48
H 11.89 -0.84 -0.58 0.34
H 13.01 0.77 -2.10 0.39
H 6.71 7.32 -1.67 0.34
H 4.77 8.18 9.67 0.34
H 8.76 1.72 5.91 -0.03
H 8.56 0.38 7.03 0.30
H 10.31 4.93 -1.56 0.34
H 10.45 0.19 4.63 0.17
H 10.92 0.00 2.25 0.52
H 6.11 -2.47 1.38 0.38
H 9.82 4.20 0.75 0.22

---

# 9
13
Properties=species:S:1:pos:R:3:mulliken_charge:R:1 method="wB97M-V/def2-TZVPD" total_charge=0 de_lowest_kj_mol=556.3 orbital_gap_ev=8.08 homo_energy_ev=-9.3
S -1.50 1.01 1.54 -0.14
N 0.52 3.24 -2.39 -0.48
C -0.18 0.70 0.15 0.55
C 0.00 2.44 -1.72 0.22
C 1.23 0.43 0.50 -1.16
C -1.81 0.75 -1.16 -0.63
C -1.47 -0.03 0.06 -0.20
C -0.68 1.47 -1.07 0.14
H 1.84 0.47 -0.39 0.38
H -2.75 0.93 -1.65 0.42
H 1.71 1.03 1.33 0.29
H 1.29 -0.57 0.93 0.34
H -1.75 -1.99 0.08 0.28

---

# 10
33
Properties=species:S:1:pos:R:3:mulliken_charge:R:1 method="wB97M-V/def2-TZVPD" total_charge=0 de_lowest_kj_mol=169.0 smiles="O=C(O)CCCO.O.O.O.O.O.O" orbital_gap_ev=10.31 homo_energy_ev=-10.3
O -2.14 0.32 -1.91 -0.70
O 1.05 0.07 -2.34 -0.56
O -1.85 0.49 1.22 -0.66
O 1.61 -2.81 0.60 -0.51
O -2.01 -2.59 -1.49 -0.64
O 1.08 3.37 0.55 -0.69
O -1.54 2.53 -0.64 -0.55
O -0.46 -2.26 1.32 -0.51
O -0.37 2.36 2.70 -0.69
C 1.85 -0.84 -1.56 -0.38
C 1.14 -0.49 0.91 0.76
C 0.84 -1.96 0.91 0.41
C 2.26 -0.27 -0.24 -0.71
H 0.28 0.12 0.61 -0.40
H 0.48 2.23 2.27 0.37
H -1.56 3.47 -0.82 0.25
H 3.24 -0.57 0.14 0.42
H 1.65 -0.08 1.77 0.17
H -1.77 -1.70 -1.82 0.39
H 1.09 2.51 0.10 0.30
H 0.12 0.22 -2.09 0.35
H 2.25 0.80 -0.35 0.23
H -0.64 3.24 2.39 0.32
H -2.15 1.15 -2.40 0.28
H -1.66 2.28 0.29 0.27
H 2.05 3.47 0.61 0.35
H -2.44 -2.35 -0.66 0.28
H -0.85 -3.11 1.07 0.33
H -1.58 -0.44 1.31 0.22
H -2.32 0.42 -0.98 0.32
H 1.31 -1.79 -1.63 0.32
H 2.68 -0.83 -2.30 0.25
H -1.49 1.01 1.97 0.39

---

# 11
2
Properties=species:S:1:pos:R:3:mulliken_charge:R:1 method="wB97M-V/def2-TZVPD" total_charge=+1 de_lowest_kj_mol=45.4 orbital_gap_ev=6.21 homo_energy_ev=-15.0
I -0.59 0.93 -0.80 0.24
Zn 0.59 -0.93 0.80 0.76

---

# 12
6
Properties=species:S:1:pos:R:3:mulliken_charge:R:1 method="wB97M-V/def2-TZVPD" total_charge=0 de_lowest_kj_mol=26.2 smiles=NNF orbital_gap_ev=11.49 homo_energy_ev=-10.3
F -0.52 1.02 1.15 -0.35
N -0.75 -0.12 0.08 -0.10
N 0.40 -0.22 -0.66 -0.35
H -1.05 -0.90 0.71 0.28
H 0.72 0.67 -1.16 0.28
H 1.19 -0.45 -0.13 0.23